# C29H60BBr2ClIN2O9PS3

4 unconnected molecules or ions with the total composition C29H60BBr2ClIN2O9PS3 in a non-equilibrium geometry (ωB97M-V/def2-TZVPD, OMol25).

Properties
SMILES string: CCCN[C@@H]1[C@](CCCSC(=S)N(CC)CC)(B(O)OCC)[C@](/C(Br)=C(/C)Br)(P(O)Cl)[C@@H](CCCI)OS1(=O)=O.CCO.CCO.CCO
Calculated total energy, hartree: -9394.24837
Molecular weight, g mol⁻¹: 1040.956
Frontier orbital gap, eV: 8.48

Geometry (Å):
H: 1.33 2.69 -1.42
C: 5.97 -1.94 1.38
H: 1.06 -1.60 -0.14
H: 4.93 1.63 3.79
C: 0.35 1.94 1.69
H: -7.76 -0.71 -4.04
H: 5.40 -8.71 -1.63
H: -3.03 5.06 -2.81
C: 1.38 -2.39 1.87
H: -6.70 0.68 -2.54
C: 2.82 0.85 3.46
I: -6.22 6.25 0.56
H: -8.33 -1.27 -1.07
C: 4.33 0.70 4.00
H: 2.01 -0.50 0.94
P: -2.42 1.07 -1.16
C: -0.27 -0.48 1.26
H: 6.49 -0.95 -1.31
C: 5.75 -1.73 -1.65
H: 7.09 -3.16 -0.69
C: 4.36 -7.31 -2.90
Br: -4.74 -0.98 0.37
H: -4.66 2.33 1.14
O: 0.26 4.65 0.95
C: -8.19 -0.46 -3.06
H: -6.47 3.89 2.09
H: 2.45 -0.11 3.03
C: -2.45 2.90 0.83
H: -0.33 -0.54 2.39
C: 2.63 2.14 2.58
O: -2.37 -0.58 -1.62
H: 4.29 0.59 5.12
H: -0.56 -1.32 -3.73
H: 6.53 -1.60 3.55
O: 0.39 2.63 -1.20
H: -8.31 -2.50 -2.35
O: -1.84 3.60 1.92
H: 7.59 -2.76 2.67
C: 1.11 -1.15 0.88
H: 5.82 -1.96 -2.74
H: -0.63 4.98 -3.55
H: 3.68 -6.45 -2.80
H: 0.92 -3.32 1.43
C: 0.39 0.63 -3.05
H: 1.29 -1.29 -3.81
C: -2.12 1.32 0.69
H: 5.67 -3.99 -1.40
C: 5.97 -3.08 -0.81
C: -0.51 1.00 0.72
C: 3.98 -3.08 0.57
B: 0.17 1.27 -0.75
S: -0.21 3.66 1.94
N: 5.41 -3.04 0.55
C: -3.83 -0.34 1.95
C: -4.38 -0.96 3.30
O: 5.33 -6.88 -0.73
H: -9.27 -0.33 -3.19
S: 3.01 -3.47 -0.75
H: 3.66 2.43 2.21
H: 5.94 -3.33 3.18
H: 4.75 -0.24 3.57
C: 0.34 -0.69 -3.94
H: 6.89 -1.56 0.84
C: 6.51 -2.44 2.80
H: -2.87 5.63 -4.48
H: -1.25 3.34 -3.24
H: 1.28 1.22 -3.39
H: -0.55 1.20 -3.27
C: -5.80 4.79 2.13
O: -7.66 0.79 -2.64
H: 4.73 -1.32 -1.37
C: -7.90 -1.54 -2.04
Br: -2.24 1.08 3.72
H: 3.88 -8.06 -3.52
O: 0.15 4.20 3.30
C: -2.77 4.76 -3.83
H: 2.21 1.02 4.41
H: -6.82 -1.65 -1.89
N: 1.79 1.99 1.36
H: 2.33 2.98 3.26
H: 4.71 -6.14 -0.64
O: 0.57 0.26 -1.67
C: -4.00 3.22 1.02
C: -2.82 0.59 1.84
H: -5.17 -1.73 3.10
H: -2.20 -1.14 -0.85
H: -1.10 3.91 -4.90
H: 5.28 -1.05 1.47
H: -1.06 -1.21 0.91
C: -1.35 4.22 -3.88
H: -4.83 -0.08 3.85
O: -3.70 3.78 -4.27
H: 3.81 -8.22 -1.02
H: 0.32 -0.38 -5.03
H: -4.04 3.99 3.15
H: -3.55 -1.44 3.89
H: 2.01 2.85 0.82
H: -3.71 5.31 1.86
C: -4.26 4.35 2.11
S: 3.16 -2.74 2.16
H: -5.96 5.36 3.09
H: 0.92 -2.21 2.89
Cl: -4.42 1.60 -1.75
C: 4.71 -7.87 -1.53
H: 5.25 -6.95 -3.40
H: 0.33 1.45 2.71
H: -3.61 3.01 -3.69
H: -2.11 3.41 -0.13
H: -4.33 3.71 0.05


# C4H10O3

3 unconnected molecules or ions with the total composition C4H10O3 in a non-equilibrium geometry (ωB97M-V/def2-TZVPD, OMol25).

Properties
Relative energy (zero: lowest compared OMol25 entry of this formula, charge and spin), kJ/mol: 232.3
SMILES string: C=CC(=C)O.O.O
Calculated total energy, hartree: -384.06113
Molecular weight, g mol⁻¹: 106.121
Frontier orbital gap, eV: 8.83

Geometry (Å):
H: 0.70 0.76 0.33
C: 0.80 -2.48 -0.68
H: 3.16 0.52 0.67
C: 2.51 -0.29 0.36
O: -0.99 2.36 -1.23
H: 0.21 -3.36 -0.92
C: 0.34 -1.36 -0.12
H: -1.75 2.85 -1.58
O: -3.06 1.40 1.29
H: 1.86 -2.61 -0.83
H: -1.36 -0.57 0.60
H: -0.47 3.02 -0.77
H: 3.02 -1.24 0.33
H: -2.31 2.00 1.28
H: -2.86 0.52 0.96
C: 1.20 -0.20 0.22
O: -1.01 -1.30 0.09


# C22H20BeClN4O2S

A molecular structure, C22H20BeClN4O2S (ωB97M-V/def2-TZVPD, OMol25).

Properties
Net charge: -1
Calculated total energy, hartree: -2093.20542
Molecular weight, g mol⁻¹: 448.960
Frontier orbital gap, eV: 7.02

Geometry (Å):
H: -2.96 1.30 6.46
H: 3.39 -2.72 2.07
C: -2.26 1.63 4.46
C: -0.87 3.14 -1.28
C: 0.30 -2.09 -3.59
Be: -0.79 0.00 -0.61
N: -0.76 4.40 -1.83
C: 1.66 -0.38 0.36
C: -2.18 -0.30 3.03
N: 0.32 2.67 -0.91
H: 2.22 1.04 -4.68
H: -1.65 1.66 2.38
H: 3.03 -1.22 -5.39
C: 0.56 0.26 -3.59
H: -1.56 4.70 -2.35
C: 1.64 -3.07 0.88
O: -1.57 -0.09 0.78
H: -1.94 -1.54 -2.11
C: -2.93 -0.51 5.31
H: 1.59 -4.13 1.07
H: 3.60 1.54 0.30
C: 1.53 1.04 0.04
H: 2.48 2.45 1.34
C: -1.33 -0.64 -2.24
O: -1.87 -2.17 1.60
C: -2.65 -1.09 4.08
N: 0.40 1.38 -0.51
C: -1.86 -0.95 1.69
H: -0.12 -3.02 -0.37
H: -2.78 -2.15 3.90
H: 2.57 2.83 -0.38
C: -0.19 -0.85 -3.14
H: 0.22 1.24 -3.26
C: 2.62 2.02 0.34
Cl: -0.56 -3.57 -3.20
C: -1.99 1.06 3.22
H: -3.31 -1.13 6.12
N: 0.69 -1.15 -0.17
H: 1.75 -3.22 -4.69
H: 0.15 4.64 -2.20
S: -2.40 2.45 -1.13
C: 0.68 -2.46 0.09
C: 1.69 0.14 -4.38
C: 1.43 -2.23 -4.38
C: 2.64 -2.28 1.43
H: 3.41 -0.27 1.59
H: -1.97 0.14 -2.65
C: 2.65 -0.91 1.17
H: -2.12 2.70 4.60
C: 2.14 -1.11 -4.78
C: -2.74 0.85 5.50


# C27H43BN7O9

3 unconnected molecules or ions with the total composition C27H43BN7O9 in a non-equilibrium geometry (ωB97M-V/def2-TZVPD, OMol25).

Properties
Net charge: +1
Calculated total energy, hartree: -2139.14452
Molecular weight, g mol⁻¹: 620.493
Frontier orbital gap, eV: 7.71

Geometry (Å):
O: -4.36 -0.27 -4.11
N: 3.47 -2.07 3.31
O: 4.26 -2.91 3.77
C: 2.18 2.00 -4.55
H: -2.92 1.95 -3.61
H: -1.49 5.98 -2.47
C: 3.53 1.62 2.58
H: 2.07 2.27 -2.18
H: 1.76 0.53 -2.82
H: 5.93 -1.11 3.97
H: -4.26 -1.62 -2.33
H: 1.45 4.57 -5.64
O: 3.37 -3.97 11.18
C: -6.31 -0.48 -2.56
C: 1.30 -4.39 6.94
C: 2.19 5.14 -4.93
O: -1.38 4.16 -3.77
H: 2.05 0.07 2.41
H: -1.02 -3.49 0.77
C: 2.39 -4.16 9.09
C: -6.42 2.95 -1.00
N: -3.04 -0.13 -3.88
C: -1.74 -3.04 -1.37
C: -1.91 -1.14 -3.82
H: 2.73 4.22 -2.91
H: 4.47 -3.54 9.03
O: -5.91 0.94 -2.40
C: 2.49 -4.02 6.31
H: 2.49 0.96 -5.03
H: -5.82 3.77 -1.59
C: -2.09 5.01 -2.76
C: -0.84 0.96 -3.43
O: 0.32 4.19 -1.88
N: 0.05 1.98 -3.17
H: 0.42 -4.62 6.35
C: 3.07 0.30 2.70
H: -2.33 4.35 -1.81
H: 2.87 2.39 2.19
C: -1.22 -3.32 -2.90
H: 1.57 5.84 -4.18
H: -2.62 -3.75 -1.02
H: 1.09 -1.70 -1.02
C: -4.97 -1.25 -3.19
H: -0.19 -1.05 0.27
H: -1.66 -2.92 -4.94
C: 1.25 -4.46 8.34
H: 1.33 2.43 -5.27
H: -7.14 -0.55 -3.41
H: 0.32 3.58 -1.06
N: -2.03 -2.64 -3.99
C: -0.50 -3.33 -0.29
H: -7.33 3.36 -0.38
H: -5.37 -2.14 -3.87
H: -3.12 5.33 -3.26
H: 0.14 -4.26 -0.60
N: -0.55 -0.52 -3.58
C: 0.46 -1.98 -0.07
C: -7.05 1.80 -2.04
C: 5.25 -0.36 3.58
N: -2.35 1.08 -3.62
H: 6.71 1.22 3.73
H: -1.35 -4.49 -3.09
O: 2.32 -2.32 2.94
C: 3.58 -3.78 8.46
O: 1.28 -4.63 11.07
H: -5.69 2.37 -0.26
H: 4.55 -3.42 6.56
H: 4.21 4.72 -3.95
H: -7.88 1.16 -1.51
H: 1.22 -2.25 0.81
C: 5.70 0.96 3.44
C: 3.63 -3.71 7.06
C: 3.94 -0.68 3.20
H: -0.08 -3.08 -3.08
H: -2.10 -1.94 -1.16
O: 3.39 2.84 -4.53
H: 2.53 -3.97 5.22
H: 5.19 2.97 2.83
H: 2.85 5.89 -5.57
C: 4.84 1.94 2.94
N: 2.34 -4.26 10.55
C: 3.15 4.18 -4.00
H: -7.50 2.34 -3.00
C: 1.56 1.68 -3.05
H: -6.71 -0.98 -1.58
B: -0.36 3.44 -2.99
H: 0.32 -4.76 8.81


# C5H9N3O

A molecular structure, C5H9N3O in a non-equilibrium geometry (ωB97M-V/def2-TZVPD, OMol25).

Properties
Relative energy (zero: lowest compared OMol25 entry of this formula, charge and spin), kJ/mol: 634.1
Calculated total energy, hartree: -435.21622
Molecular weight, g mol⁻¹: 127.147
Frontier orbital gap, eV: 9.06

Geometry (Å):
H: 0.11 -0.54 2.44
H: -1.95 1.60 0.88
N: -0.28 1.50 2.15
O: 2.04 -0.78 -1.90
C: -0.10 -1.62 -1.10
N: -0.93 2.27 1.12
N: -0.65 -0.12 0.46
C: 0.61 -0.38 -1.49
H: -0.97 -2.23 0.87
H: 0.38 -0.12 -2.55
H: 2.31 -1.81 -1.29
H: -0.02 -2.55 -1.84
C: -0.67 -1.49 0.16
H: 1.27 0.76 0.03
C: -0.21 0.29 1.87
C: 0.37 0.52 -0.50
H: -0.02 1.61 -0.78
H: -1.29 3.09 1.46


# C22H23NO3

C22H23NO3 in the gas phase (ωB97M-V/def2-TZVPD, OMol25).

Properties
Relative energy (zero: lowest compared OMol25 entry of this formula, charge and spin), kJ/mol: 212.6
SMILES string: C=CCc1ccc(OCCOc2cccc3ccc(C)nc23)c(OC)c1
Calculated total energy, hartree: -1132.56298
Molecular weight, g mol⁻¹: 349.430
Frontier orbital gap, eV: 8.28

Geometry (Å):
H: -2.15 -1.36 0.98
C: 2.40 0.67 -1.12
C: -1.31 -0.35 -3.50
C: 0.21 -3.28 2.26
H: 1.87 -1.90 -1.81
C: -1.11 1.27 -1.58
C: -1.58 0.65 0.70
C: 0.54 -0.61 3.10
H: 0.73 2.62 3.40
H: 0.43 -2.34 -4.27
O: -0.92 2.90 0.20
C: -1.39 -0.02 -2.03
H: -0.84 2.01 -2.31
H: -1.45 2.85 2.34
H: 0.54 3.47 -1.16
C: 1.78 -0.39 -0.27
H: -1.11 4.10 -1.48
C: -0.39 3.83 -0.70
C: 0.11 -0.29 -3.98
C: 0.72 -2.32 1.36
H: -0.46 -3.64 4.25
H: -1.62 1.78 3.76
H: -0.17 -1.30 4.97
H: 1.79 0.84 -2.01
H: 3.39 0.36 -1.45
H: 0.91 -3.66 -0.32
C: -0.09 -2.91 3.55
H: -1.98 -1.98 -1.41
O: 0.70 0.63 3.64
H: 1.85 -1.25 -4.65
H: 0.54 0.70 -4.04
H: 0.78 1.70 1.86
C: -1.19 1.88 2.76
C: 0.07 -1.59 3.96
C: -1.86 -0.63 0.24
C: -1.76 -0.97 -1.09
H: -1.91 0.36 -4.06
H: 0.08 -4.30 1.93
H: 2.49 1.60 -0.56
H: -0.17 4.72 -0.10
C: 0.91 -0.97 1.78
H: -1.71 -1.36 -3.66
C: -1.19 1.62 -0.24
C: 0.83 -1.34 -4.31
C: 1.59 -1.69 -0.78
O: -1.78 0.82 2.03
C: 1.06 -2.64 0.03
C: 0.34 1.76 2.86
N: 1.44 -0.06 0.95


# C2H3BrO

2 unconnected molecules or ions with the total composition C2H3BrO in a non-equilibrium geometry (ωB97M-V/def2-TZVPD, OMol25).

Properties
Relative energy (zero: lowest compared OMol25 entry of this formula, charge and spin), kJ/mol: 452.7
Calculated total energy, hartree: -2727.08346
Molecular weight, g mol⁻¹: 122.949
Frontier orbital gap, eV: 8.02

Geometry (Å):
H: 2.30 -3.30 -0.80
O: 2.63 -1.34 -0.16
H: -1.86 -0.04 -0.14
Br: -1.29 1.40 -1.95
C: -1.61 -0.24 -1.19
H: 0.89 -2.00 -0.98
C: 1.94 -2.22 -0.61


# C42H58BN9PbS2

A molecular structure, C42H58BN9PbS2 in a non-equilibrium geometry (ωB97M-V/def2-TZVPD, OMol25).

Properties
Calculated total energy, hartree: -3142.10790
Molecular weight, g mol⁻¹: 971.135
Frontier orbital gap, eV: 7.69

Geometry (Å):
H: -3.25 3.35 -2.71
N: 3.24 -1.68 0.66
B: -1.45 0.89 0.99
H: 1.79 1.61 4.19
H: -2.50 -3.67 0.24
H: -0.28 3.23 -4.72
C: 3.47 1.76 1.63
C: 1.28 -0.76 -4.57
H: -3.28 -2.46 -2.46
H: -4.17 0.48 0.58
H: 4.04 1.04 2.23
H: -4.98 -1.85 -2.24
S: 2.65 1.51 -5.33
C: -1.21 2.64 -4.82
C: -2.50 4.28 0.94
H: 0.58 -4.97 0.46
C: 1.07 -1.03 -5.91
H: -2.56 1.51 5.13
H: 3.47 3.84 1.18
H: 0.50 -0.63 4.48
N: -0.05 1.30 1.64
C: 4.99 -2.69 1.94
H: -1.02 -0.70 5.46
H: -2.34 1.18 1.77
H: 1.57 -0.54 -6.74
C: 3.80 1.64 0.10
H: -5.10 -1.07 0.60
C: 3.11 -1.73 3.04
H: 0.23 0.62 5.72
C: 4.35 -2.36 3.11
H: -3.20 -0.13 -1.46
N: -1.19 1.09 -1.54
H: 2.55 -1.51 3.95
H: -2.09 0.08 -5.56
C: -1.74 1.72 -2.57
C: 2.71 2.74 -4.15
C: 2.09 1.51 1.99
H: 4.98 -2.53 -0.18
C: -0.24 0.00 4.99
H: 3.55 0.59 -0.27
C: -0.08 -3.61 2.13
C: 1.87 0.97 -2.91
H: -1.12 2.31 -5.88
C: 2.31 2.30 -2.95
H: 1.45 -1.17 1.72
C: 0.95 -4.18 1.12
H: 6.67 -3.00 3.69
H: 0.41 -3.09 2.86
H: 0.13 -2.48 -7.27
C: -2.34 0.34 -4.51
C: 3.89 3.23 2.00
C: 0.08 1.29 2.98
C: -3.46 3.32 0.26
Pb: 0.78 -0.46 -1.26
C: 2.00 0.43 -4.17
H: 1.81 -4.45 1.71
H: 1.35 -3.53 0.39
H: -2.08 4.82 0.09
H: -5.54 0.02 -0.67
N: 0.70 -1.54 -3.63
H: -2.41 2.45 3.64
C: 0.02 -2.65 -3.98
H: -0.40 0.95 -3.81
H: 3.42 2.49 -0.48
H: -4.29 -3.04 -1.20
H: -1.68 3.84 1.48
H: 4.81 1.66 0.06
H: -0.81 -3.85 -5.50
S: 3.78 -2.87 5.75
C: -0.94 -2.64 1.41
C: 0.36 -2.16 -6.26
C: 4.44 -2.28 0.74
C: -2.66 2.63 -2.14
C: -1.35 1.45 -3.97
C: 1.44 1.53 3.23
H: 3.60 3.60 3.06
N: -1.51 -0.63 0.79
N: -1.77 1.55 -0.42
C: -4.02 -2.13 -1.72
C: -1.77 2.01 4.45
H: -0.41 -3.25 -3.23
H: 6.37 -3.75 5.29
H: -1.37 -5.50 2.14
H: -3.34 0.81 -4.63
C: -4.60 -0.31 -0.02
H: 5.01 3.24 1.88
H: -1.13 2.60 5.07
C: -1.99 -2.77 0.50
H: -1.63 0.04 3.48
N: 6.08 -3.08 4.52
H: -5.35 4.45 0.23
C: -4.62 4.05 -0.46
C: -2.69 2.49 -0.75
H: -3.85 2.61 0.97
H: -5.11 3.32 -1.15
H: -1.78 -4.23 3.28
H: -2.43 -0.54 -3.90
H: -3.04 5.04 1.49
C: -0.17 -2.96 -5.29
H: 2.50 2.98 -2.12
C: -0.95 0.81 3.92
H: 5.96 -3.12 1.94
H: -4.19 4.87 -1.11
C: -1.00 -4.70 2.78
C: -2.35 -1.48 0.09
C: 2.58 -1.50 1.79
C: 4.78 -2.75 4.45
H: -0.43 -5.14 3.60
N: -0.69 -1.36 1.56
H: 3.27 3.62 -4.34
H: -2.01 3.35 -4.78
C: -3.51 -0.99 -0.84
N: 1.17 1.38 1.02


# BrH2PS

BrH2PS in the gas phase in a non-equilibrium geometry (ωB97M-V/def2-TZVPD, OMol25).

Properties
Relative energy (zero: lowest compared OMol25 entry of this formula, charge and spin), kJ/mol: 0.0
SMILES string: S=[PH2]Br
Calculated total energy, hartree: -3314.75420
Molecular weight, g mol⁻¹: 144.961
Frontier orbital gap, eV: 8.63

Geometry (Å):
S: -0.65 0.35 1.94
Br: -0.16 1.18 -1.89
H: 1.36 -0.25 0.03
P: -0.02 -0.02 0.15
H: -0.53 -1.26 -0.23


# C4H11NO

2 unconnected molecules or ions with the total composition C4H11NO in a non-equilibrium geometry (ωB97M-V/def2-TZVPD, OMol25).

Properties
Relative energy (zero: lowest compared OMol25 entry of this formula, charge and spin), kJ/mol: 193.1
Net charge: +1
Calculated total energy, hartree: -288.64168
Spin multiplicity: 2
Molecular weight, g mol⁻¹: 89.138
Frontier orbital gap (spin up / spin down), eV: 10.22 / 5.07
<S²>: 0.7549

Geometry (Å):
H: 3.12 -2.37 -0.99
H: 0.24 -1.35 -1.35
C: -1.03 0.84 0.43
C: 1.32 -1.27 -1.47
O: -1.42 0.10 -0.48
C: 2.25 -1.99 -0.48
H: -0.53 2.72 0.94
H: -0.66 1.26 2.59
H: -1.83 -0.01 2.23
C: -0.89 0.46 1.90
H: 2.52 -1.32 0.34
H: 1.44 -0.18 -1.48
H: -0.24 -0.42 1.90
H: -0.94 2.54 -0.75
H: 1.69 -2.75 0.08
N: -0.80 2.12 0.17
H: 1.67 -1.57 -2.46


# C10H11PS

C10H11PS in the gas phase in a non-equilibrium geometry (ωB97M-V/def2-TZVPD, OMol25).

Properties
Relative energy (zero: lowest compared OMol25 entry of this formula, charge and spin), kJ/mol: 19.0
Calculated total energy, hartree: -1127.02407
Spin multiplicity: 3
Molecular weight, g mol⁻¹: 194.239
Frontier orbital gap (spin up / spin down), eV: 8.67 / 7.34
<S²>: 2.0046

Geometry (Å):
H: 4.60 1.26 1.26
H: 1.96 1.60 -2.07
C: 2.19 1.30 -1.12
C: -0.81 -1.26 -0.86
C: -3.24 -0.12 0.69
H: -3.14 0.24 -1.43
H: 0.56 -0.68 1.25
C: 3.66 0.93 0.78
C: 2.70 0.15 1.42
S: -0.32 0.42 -1.21
H: -2.29 -0.62 1.26
H: -4.13 -1.29 -0.94
H: -2.29 -2.65 -0.43
C: 3.37 1.59 -0.41
C: 1.43 -0.05 0.78
H: 3.15 -0.45 2.26
C: 1.28 0.56 -0.45
H: -4.12 -0.60 1.11
P: -3.43 1.74 0.97
H: 4.23 2.10 -0.75
C: -2.09 -1.55 -0.68
H: 0.00 -1.92 -0.70
C: -3.26 -0.69 -0.73